{"formula": "C31H46AsBrNO2PdSi", "method": "the ωB97M-V functional and the def2-TZVPD basis", "elements": ["Pd", "O", "C", "O", "C", "C", "C", "C", "C", "C", "C", "C", "C", "N", "H", "H", "H", "H", "H", "H", "C", "As", "C", "C", "C", "C", "C", "C", "C", "C", "H", "H", "H", "H", "H", "H", "H", "H", "H", "H", "H", "H", "H", "C", "C", "C", "C", "Si", "Br", "C", "C", "C", "C", "C", "C", "C", "C", "H", "H", "H", "H", "H", "H", "H", "H", "H", "H", "H", "H", "H", "H", "H", "H", "H", "H", "H", "H", "H", "H", "H", "H", "H", "H", "H"], "xyz": [[0.501, 1.779, -0.694], [1.413, 5.069, 1.506], [0.938, 4.239, 0.796], [1.580, 3.143, 0.402], [-0.454, 4.370, 0.243], [-1.181, 5.549, 0.397], [-2.440, 5.601, -0.143], [-2.990, 4.482, -0.805], [-4.295, 4.478, -1.354], [-4.792, 3.355, -1.948], [-4.010, 2.182, -2.024], [-2.740, 2.153, -1.514], [-2.210, 3.305, -0.906], [-0.943, 3.317, -0.389], [-0.729, 6.369, 0.939], [-3.032, 6.505, -0.053], [-4.891, 5.380, -1.289], [-5.794, 3.354, -2.354], [-4.428, 1.297, -2.485], [-2.141, 1.249, -1.547], [-0.012, 2.198, -4.150], [1.493, 1.841, -2.994], [2.502, 3.487, -3.075], [2.515, 0.554, -4.123], [3.974, 0.539, -3.889], [4.551, -0.424, -2.995], [5.900, -0.542, -2.897], [6.734, 0.322, -3.663], [6.173, 1.319, -4.519], [4.824, 1.431, -4.618], [-0.612, 1.302, -4.297], [0.351, 2.559, -5.112], [-0.625, 2.967, -3.681], [3.465, 3.381, -2.581], [1.931, 4.257, -2.559], [2.636, 3.777, -4.116], [2.273, 0.897, -5.129], [2.069, -0.425, -3.948], [3.902, -1.080, -2.429], [6.345, -1.289, -2.253], [7.812, 0.223, -3.595], [6.825, 1.969, -5.087], [4.388, 2.165, -5.283], [-3.235, -1.115, 2.917], [-1.890, -1.501, 3.549], [-1.238, -0.226, 4.100], [-2.117, -2.540, 4.664], [-0.804, -2.393, 2.281], [0.081, -0.115, 0.720], [-1.654, -3.355, 0.882], [-0.637, -4.029, -0.049], [-2.580, -2.503, -0.002], [-2.486, -4.447, 1.593], [0.896, -2.980, 2.879], [1.417, -2.135, 4.044], [1.956, -2.952, 1.764], [0.636, -4.431, 3.334], [-3.836, -0.601, 3.673], [-3.811, -1.980, 2.595], [-3.114, -0.427, 2.077], [-1.939, 0.240, 4.799], [-1.032, 0.505, 3.315], [-0.322, -0.415, 4.652], [-2.814, -2.111, 5.391], [-1.204, -2.786, 5.206], [-2.567, -3.466, 4.299], [0.001, -3.300, -0.556], [-1.190, -4.577, -0.818], [-0.009, -4.751, 0.467], [-2.037, -1.711, -0.521], [-3.402, -2.057, 0.546], [-3.014, -3.161, -0.762], [-1.878, -5.102, 2.221], [-2.948, -5.070, 0.823], [-3.289, -4.035, 2.204], [1.542, -1.085, 3.775], [2.405, -2.515, 4.323], [0.792, -2.208, 4.933], [2.206, -1.928, 1.476], [1.669, -3.510, 0.880], [2.872, -3.410, 2.151], [-0.125, -4.501, 4.115], [1.565, -4.823, 3.760], [0.355, -5.091, 2.514]], "lumo_energy_ev": [-8.72, -12.47], "gap_ev": [7.80, 3.99], "s_squared": 6.031, "e_homo_ev": [-16.527, -16.459], "multiplicity": 5, "charge": 3}